This record from OMol25 describes a cluster of 19 separate species, C4H36BO26 in total at a distorted geometry. The level of theory is the ωB97M-V functional and the def2-TZVPD basis.

```
67
Properties=species:S:1:pos:R:3:forces:R:3:mulliken_charge:R:1
O -2.512919 -1.639819 -0.430937 2.634 1.096 -0.009 -0.318
C -1.428582 -1.078388 -0.350999 -3.764 0.124 -0.017 -0.026
O -1.125428 0.166797 -0.561826 -1.624 -1.537 -0.132 -0.595
B 0.272758 0.378813 -0.347700 1.436 3.136 0.299 1.667
O 0.853499 -0.933862 -0.064214 0.485 -0.207 -0.129 -0.448
C -0.088066 -1.757363 0.052966 0.322 -4.698 0.560 0.977
O -0.031123 -2.971505 0.313486 -0.168 2.710 -0.371 -0.246
O 0.509971 1.237885 0.820091 -0.122 0.736 0.480 -0.474
C 1.001449 2.396968 0.406467 2.165 3.969 0.970 0.517
O 1.376612 3.447315 0.995759 -1.983 -4.697 -1.104 -0.694
C 1.281066 2.255908 -1.093628 2.751 2.483 -1.131 0.315
O 0.817527 1.097592 -1.480725 -0.461 -1.813 -0.579 -0.218
O 2.000332 3.000383 -1.753313 -2.081 -1.581 1.309 -0.605
O 1.537804 -4.475051 -1.628569 0.185 0.217 0.209 -0.599
H 1.270823 -4.030983 -2.433393 0.028 0.032 -0.395 0.319
H 0.714933 -4.719555 -1.205085 -0.107 -0.213 0.086 0.306
O -0.079018 0.135953 -4.470211 -0.422 -0.494 0.135 -0.688
H -1.035368 0.134339 -4.429989 -0.286 0.188 -0.243 0.327
H 0.197137 -0.230744 -3.630270 0.236 0.048 0.287 0.303
O -5.600009 -2.035241 -0.352050 -0.084 0.051 -0.342 -0.631
H -4.679806 -1.900658 -0.125490 0.098 0.062 0.207 0.313
H -5.953468 -2.548450 0.374528 -0.089 -0.068 0.267 0.323
O -2.184853 2.834334 2.072886 -0.159 0.107 0.024 -0.644
H -1.604465 2.659630 2.813734 0.156 -0.046 0.256 0.337
H -1.709174 2.501731 1.311736 -0.110 -0.080 -0.191 0.263
O -3.356566 2.279468 -0.804258 0.076 0.022 0.212 -0.573
H -3.386824 1.382594 -1.137316 -0.169 -0.219 -0.068 0.280
H -2.717897 2.721723 -1.363492 0.081 0.266 -0.211 0.303
O 2.321532 3.993850 4.160593 -0.330 -0.080 0.557 -0.655
H 1.600156 3.375379 4.045101 -0.205 -0.084 0.033 0.307
H 2.659476 4.136214 3.276421 0.464 0.180 -0.313 0.374
O -3.425992 -2.756962 2.335926 -0.212 0.590 0.060 -0.583
H -3.252563 -3.304675 3.101541 0.054 -0.132 0.236 0.320
H -3.026527 -3.230785 1.606438 0.135 -0.316 -0.055 0.306
O 2.276684 1.259216 -4.961473 0.828 -0.028 -0.032 -0.671
H 1.444910 0.789471 -4.900478 -0.272 0.150 -0.237 0.382
H 2.095397 2.118633 -4.580973 -0.078 0.182 0.074 0.294
O 3.014508 -2.615663 0.950665 -0.220 0.026 0.171 -0.721
H 2.245143 -2.633905 0.381472 0.105 -0.232 -0.417 0.276
H 3.754476 -2.520381 0.350993 0.329 0.001 -0.038 0.340
O -0.727749 -0.903859 3.528328 0.155 0.580 -0.243 -0.549
H -0.663334 -1.619972 2.896455 -0.093 -0.433 0.134 0.294
H -0.791930 -1.338998 4.378490 -0.112 -0.160 0.209 0.281
O 0.136575 4.261853 -4.268114 -0.143 -0.198 -0.317 -0.622
H -0.407916 4.289155 -3.481337 -0.085 0.149 0.209 0.299
H 1.035080 4.257450 -3.938123 0.266 0.102 0.193 0.318
O 4.441489 1.818063 -0.089204 -0.187 -0.195 0.412 -0.602
H 3.860293 1.629518 -0.826022 -0.042 0.061 -0.346 0.286
H 5.124764 2.376916 -0.459410 0.220 0.187 -0.075 0.313
O -0.355598 -4.621092 2.765863 -0.966 -0.711 -0.277 -0.591
H -0.381951 -4.593093 1.809435 0.035 -0.034 0.042 0.232
H 0.398483 -4.080479 3.001086 0.562 0.507 0.490 0.450
O 4.172594 4.290202 2.095887 0.125 0.125 0.201 -0.693
H 3.780972 3.594269 1.568108 -0.008 -0.417 -0.389 0.325
H 4.149868 5.062045 1.530237 -0.005 0.245 -0.167 0.331
O -3.677323 -3.580295 -2.454407 0.377 -0.157 0.439 -0.602
H -3.112017 -2.810485 -2.518025 -0.053 0.346 -0.069 0.248
H -3.814151 -3.853184 -3.361629 -0.151 -0.222 -0.235 0.299
O -2.476957 -4.390194 0.337700 0.361 0.164 0.195 -0.505
H -1.605397 -4.729739 0.134466 0.258 -0.299 -0.011 0.290
H -2.830749 -4.115433 -0.508213 -0.696 0.083 -0.900 0.295
O 0.644120 6.000716 0.057988 -0.168 0.295 -0.346 -0.640
H 0.858691 5.158101 0.458241 0.144 -0.287 0.127 0.403
H 1.039621 6.650200 0.639336 0.006 0.202 0.119 0.296
O 1.539196 -2.870640 3.295434 -0.178 -0.057 0.187 -0.656
H 1.894251 -2.763714 2.412972 0.809 0.019 -0.242 0.396
H 1.721531 -2.037516 3.730050 -0.054 0.249 0.243 0.344
```
Positions in Å, forces in eV/Å.

Output
HOMO level (spin up / spin down) ... -0.3871 / -0.3871 Ha
E ... -58644.2513 eV
Multiplicity ... 2
Energy above the lowest of the compared OMol25 structures with the same formula, charge and spin ... 0.690 eV

This record from OMol25 describes a structure of composition C29H41Cl3N7O4PdS2Se. The level of theory is the ωB97M-V functional and the def2-TZVPD basis.

```
88
Properties=species:S:1:pos:R:3:forces:R:3:mulliken_charge:R:1
Pd -0.816574 0.806689 0.146041 -0.549 0.266 -0.276 -0.676
N -0.128450 2.994609 1.061064 0.229 -0.256 -0.162 -0.293
C -1.223645 3.914063 0.854983 -0.143 -0.008 -0.040 0.797
C -1.125843 5.258302 1.641878 0.019 0.001 -0.033 -1.078
C -2.231572 5.500028 2.672038 0.009 -0.010 0.019 -0.354
C -3.600491 5.842387 2.069096 0.023 -0.068 -0.037 -1.307
N -4.144901 4.764655 1.263476 0.040 -0.038 -0.122 -0.441
C -4.764516 3.798383 1.839861 0.098 0.054 -0.039 0.715
N -5.062344 3.753547 3.197372 -0.030 0.001 -0.016 -0.573
N -5.251397 2.751121 1.107719 -0.022 -0.063 -0.065 -0.441
C -1.341964 4.223105 -0.634597 0.010 0.237 0.090 0.092
O -2.519317 4.702839 -1.029288 -0.139 -0.029 0.164 -0.543
O -0.408318 4.155791 -1.395115 0.036 -0.076 -0.022 -0.674
H 0.074988 2.835932 2.039333 0.044 0.025 0.009 0.177
H 0.715873 3.282717 0.581125 -0.019 0.117 0.025 0.187
H -2.132453 3.392085 1.151670 -0.038 0.008 0.015 0.069
H -1.093943 6.109456 0.953927 -0.022 -0.006 -0.016 0.310
H -0.160258 5.245944 2.151967 -0.008 0.010 0.021 0.376
H -1.931660 6.325549 3.325548 0.006 0.013 -0.012 0.392
H -2.316917 4.614868 3.314402 0.013 -0.009 -0.021 0.257
H -3.478129 6.712387 1.417724 0.018 -0.021 -0.023 0.455
H -4.290120 6.165053 2.861037 -0.022 -0.046 0.041 0.446
H -3.199399 4.620189 -0.302437 0.095 0.054 -0.054 0.627
H -4.441192 4.271839 3.793852 0.012 0.024 -0.006 0.243
H -5.281317 2.842636 3.564842 -0.002 -0.004 -0.002 0.240
H -4.791353 2.588513 0.205040 0.068 0.018 0.113 0.292
H -5.374200 1.889587 1.615862 0.000 0.011 -0.016 0.234
Se 2.725038 1.274565 2.883000 -0.153 -0.107 0.093 -0.401
C 1.095680 0.502349 2.594921 0.166 0.038 0.129 0.300
N 0.057452 0.032255 2.356883 0.071 -0.090 -0.015 -0.662
C -2.383980 -2.192828 0.370507 0.053 0.077 -0.088 -0.725
C -2.624111 -1.964953 -1.119358 0.018 -0.028 -0.030 -0.068
C -3.472492 -0.731043 -1.394655 -0.064 0.010 -0.077 -0.922
S -2.575361 0.844921 -1.156287 0.189 -0.006 0.295 1.273
O -3.711670 1.846870 -1.127549 -0.027 -0.044 0.037 -1.016
C -1.881450 1.016710 -2.846740 0.015 -0.074 -0.039 -0.958
C -2.697855 1.907715 -3.770979 0.042 0.019 -0.004 -0.192
C -4.008740 1.301049 -4.254276 -0.025 -0.019 -0.010 -1.308
H -1.809979 -3.105577 0.543896 0.014 0.003 0.001 0.225
H -3.332872 -2.278311 0.907419 0.001 -0.013 0.003 0.353
H -1.823081 -1.342769 0.777024 -0.074 -0.190 0.096 0.083
H -3.125049 -2.828474 -1.569191 0.011 -0.016 0.021 0.426
H -1.659500 -1.864126 -1.629804 0.007 0.017 0.030 -0.139
H -4.300812 -0.655235 -0.686826 0.007 0.002 0.015 0.434
H -3.888713 -0.729796 -2.403418 -0.014 0.004 0.016 0.364
H -1.762106 0.003429 -3.244630 0.006 0.004 0.002 0.533
H -0.888335 1.433915 -2.685771 -0.016 0.031 0.011 0.374
H -2.058916 2.143443 -4.627919 -0.018 0.002 -0.015 0.517
H -2.892779 2.850392 -3.256870 -0.004 -0.017 0.008 0.074
H -3.844389 0.337084 -4.746908 0.004 0.005 0.008 0.299
H -4.500496 1.959987 -4.973042 0.011 0.004 -0.002 0.416
H -4.692202 1.152112 -3.419058 0.003 0.013 0.002 0.232
Cl 0.641827 -3.524855 4.717065 -0.026 0.022 -0.005 -0.270
C 1.720983 -3.297229 3.376544 -0.020 0.035 -0.018 0.452
C 1.307680 -3.630027 2.098838 0.015 0.043 0.031 -0.902
C 2.199582 -3.469740 1.054025 0.059 0.003 -0.022 0.075
C 3.488109 -2.974363 1.249501 -0.060 -0.005 -0.059 -0.339
C 4.366292 -2.781447 0.038526 -0.052 0.106 -0.085 0.099
C 4.414224 -1.310900 -0.419073 -0.052 0.018 0.026 -0.992
N 3.158853 -0.943465 -1.044648 -0.003 -0.150 0.109 0.352
C 2.678380 -1.404650 -2.250344 0.004 -0.023 -0.022 -0.745
C 1.373831 -1.007492 -2.301276 0.006 0.043 -0.073 -0.774
N 1.039925 -0.327808 -1.158142 0.096 0.022 0.235 0.723
C 2.124629 -0.324638 -0.421448 0.036 0.030 -0.010 0.397
O 5.677239 -3.286766 0.255451 0.015 -0.041 0.010 -0.292
C 6.236292 -3.868056 -0.906562 0.006 0.028 -0.018 -0.628
C 5.494760 -5.110874 -1.309407 -0.016 -0.023 0.043 0.140
C 5.003385 -5.390626 -2.545552 0.019 0.058 -0.039 0.619
Cl 5.131126 -4.407255 -3.953420 0.006 -0.016 0.017 -0.214
S 4.149693 -6.876867 -2.615050 -0.018 -0.033 -0.010 -0.205
C 4.433318 -7.147757 -0.945709 0.010 0.003 0.028 -0.416
C 5.150565 -6.143505 -0.383289 -0.008 0.003 -0.011 -0.636
C 3.846969 -2.615472 2.544271 0.086 0.089 0.053 0.996
Cl 5.399772 -1.913521 2.889364 -0.041 -0.012 -0.001 -0.206
C 2.979074 -2.776424 3.612073 -0.016 -0.003 -0.043 -0.818
H 0.302904 -3.985127 1.925629 -0.016 -0.025 0.003 0.302
H 1.886307 -3.723303 0.046638 0.004 0.020 0.013 0.375
H 3.898963 -3.349180 -0.773103 -0.022 0.001 -0.010 0.162
H 5.230674 -1.172301 -1.129994 0.004 -0.027 -0.021 0.422
H 4.580520 -0.646433 0.428902 0.003 -0.004 0.007 0.168
H 3.300306 -1.944460 -2.945234 -0.005 -0.009 -0.006 0.402
H 0.664462 -1.158075 -3.099363 -0.001 0.018 -0.006 0.409
H 2.235363 0.106513 0.565039 0.024 0.006 -0.140 -0.625
H 7.268754 -4.107203 -0.648388 -0.001 0.000 0.008 0.332
H 6.258330 -3.158687 -1.741402 -0.007 -0.006 0.004 0.341
H 4.045144 -8.032405 -0.467965 -0.001 -0.002 -0.010 0.429
H 5.412749 -6.099081 0.664126 0.006 -0.002 -0.003 0.415
H 3.275144 -2.472477 4.604587 0.013 0.003 0.005 0.415
```
Positions in Å, forces in eV/Å.

Output
HOMO level ... -0.1261 Ha
E ... -177426.0114 eV
Total charge ... -1
Energy above the lowest of the compared OMol25 structures with the same formula, charge and spin ... 1.280 eV

This record from OMol25 describes a cluster of 4 separate species, C16H16Cl3N3 in total at a distorted geometry. The level of theory is the ωB97M-V functional and the def2-TZVPD basis.

```
38
Properties=species:S:1:pos:R:3:forces:R:3:mulliken_charge:R:1
N -1.608982 -0.632129 3.990160 -0.937 0.686 -0.136 -0.546
C -1.055297 -1.717859 4.526066 0.463 0.043 -1.151 -0.192
C -1.677187 -2.929411 4.550237 -1.416 -0.338 0.202 -0.271
C -3.013911 -2.989078 4.146059 1.186 -0.964 0.088 -0.213
C -3.622179 -1.882090 3.604960 -0.292 1.172 0.126 -0.408
C -2.893989 -0.685679 3.546247 1.788 -1.165 0.929 -0.137
H -0.002966 -1.732418 4.768527 0.178 0.727 0.283 0.335
H -1.194998 -3.827194 4.907830 0.134 0.057 0.091 0.359
H -3.403564 -3.991784 4.241783 -0.895 0.183 -0.268 0.347
H -4.654297 -1.838518 3.289947 -0.078 -0.376 -0.089 0.347
H -3.288871 0.238644 3.151150 -0.124 -0.030 -0.081 0.382
N -3.787465 -0.181274 -5.953790 -0.368 1.687 2.058 -0.540
C -5.041798 0.248480 -5.515797 1.988 -0.328 0.460 -0.134
C -5.259930 1.119553 -4.445092 1.804 -0.608 -0.398 -0.295
C -4.116642 1.608935 -3.773047 -0.286 0.204 -0.818 -0.232
C -2.819249 1.218378 -4.149547 -1.575 -0.501 -1.041 -0.333
C -2.704012 0.319825 -5.242866 -2.186 0.326 -0.135 -0.195
H -5.944798 -0.125064 -5.975625 0.313 -0.361 -0.634 0.323
H -6.284031 1.356363 -4.197029 0.117 0.306 0.204 0.351
H -4.262094 2.429315 -3.085860 0.145 -0.182 0.483 0.345
H -1.958768 1.675122 -3.683329 0.099 -0.185 0.001 0.353
H -1.713240 0.075816 -5.596754 -0.049 -0.358 -0.177 0.356
N 5.198993 3.245388 -0.696858 -0.586 -1.065 -0.058 -0.568
C 4.637189 2.447427 0.236432 0.445 0.941 0.728 -0.146
C 4.904554 2.575182 1.601210 1.346 1.553 -0.629 -0.337
C 5.811158 3.611865 1.966006 -0.168 -0.574 -0.243 -0.245
C 6.441403 4.398601 0.985321 -1.002 -0.875 1.178 -0.339
C 6.083514 4.151592 -0.315578 0.455 -0.218 -0.119 -0.087
H 3.920826 1.681361 -0.021219 0.000 0.036 -0.737 0.343
H 4.468891 1.898326 2.321244 -0.027 0.118 0.083 0.358
H 6.057937 3.747854 3.008606 0.006 0.063 0.125 0.348
H 7.168589 5.172982 1.180091 0.000 -0.075 0.349 0.352
H 6.677746 4.680235 -1.046224 -0.472 0.094 -0.678 0.322
C 1.707116 -5.108519 -0.373745 -0.301 0.412 -0.616 0.062
Cl 2.907275 -4.171296 0.517076 -0.443 0.288 -0.013 -0.111
Cl 2.525750 -6.524656 -0.997405 -0.249 -0.343 -0.135 -0.107
Cl 0.928672 -4.181595 -1.735687 0.561 -0.312 0.751 -0.130
H 0.868651 -5.382683 0.266498 0.428 -0.038 0.016 0.285
```
Positions in Å, forces in eV/Å.

Output
SMILES ... ClC(Cl)Cl.c1ccncc1.c1ccncc1.c1ccncc1
HOMO level ... -0.3543 Ha
E ... -58887.1996 eV
Energy above the lowest of the compared OMol25 structures with the same formula, charge and spin ... 0.964 eV